Density functional theory data (wB97M-V/def2-TZVPD) for a 3-piece molecular cluster, H6O3 overall at a distorted geometry.

Element x y z (Å)
O (-1.340, 1.992, -2.000)
H (-1.173, 1.107, -1.761)
H (-2.351, 2.213, -1.941)
O (-0.078, -0.105, -0.856)
H (0.308, -0.695, -0.253)
H (0.704, 0.152, -1.360)
O (1.165, -1.560, 2.358)
H (0.627, -1.834, 3.109)
H (2.137, -1.270, 2.705)

Results
energy above the lowest of the compared OMol25 structures with the same formula, charge and spin: 19.2 kcal/mol
2S+1: 2
largest force on an atom: 4.60 eV Å⁻¹
LUMO energy (alpha / beta): 0.1285 / 0.1278 Eh
net charge: -1
highest occupied orbital energy (alpha / beta): 1.0 / -6.1 eV
expectation value of S²: 0.750

---

Density functional theory data (wB97M-V/def2-TZVPD) for a 3-piece molecular cluster, H6O3 overall at a distorted geometry.

Element x y z (Å)
O (-0.897, 2.180, -1.050)
H (-0.091, 1.737, -0.786)
H (-1.598, 1.600, -0.753)
O (1.111, 0.519, -0.073)
H (1.493, 0.944, 0.694)
H (1.128, -0.415, 0.137)
O (-0.626, -1.917, 0.749)
H (0.102, -2.339, 1.205)
H (-0.622, -2.309, -0.124)

Results
energy above the lowest of the compared OMol25 structures with the same formula, charge and spin: 2.2 kcal/mol
2S+1: 2
largest force on an atom: 1.26 eV Å⁻¹
LUMO energy (alpha / beta): 0.1648 / 0.1636 Eh
net charge: -1
highest occupied orbital energy (alpha / beta): 0.8 / -7.0 eV
expectation value of S²: 0.750

---

Density functional theory data (wB97M-V/def2-TZVPD) for a 3-piece molecular cluster, H6O3 overall at a distorted geometry.

Element x y z (Å)
O (0.741, 0.467, 0.796)
H (0.899, -0.274, 0.263)
H (0.173, 0.907, 0.259)
O (0.666, -2.189, -0.377)
H (0.942, -2.899, -0.857)
H (0.393, -2.676, 0.370)
O (-0.965, 2.500, -0.221)
H (-1.631, 2.066, -0.834)
H (-1.216, 2.098, 0.605)

Results
energy above the lowest of the compared OMol25 structures with the same formula, charge and spin: 21.2 kcal/mol
largest force on an atom: 4.46 eV Å⁻¹
LUMO energy: 0.0237 Eh
SMILES: O.O.O
highest occupied orbital energy: -10.9 eV

---

Density functional theory data (wB97M-V/def2-TZVPD) for a 3-piece molecular cluster, H6O3 overall at a distorted geometry.

Element x y z (Å)
O (0.340, -2.026, 0.750)
H (0.990, -2.507, 0.266)
H (-0.302, -2.667, 1.136)
O (-0.550, 0.331, -0.898)
H (-0.641, -0.503, -0.792)
H (-1.201, 0.645, -0.283)
O (0.907, 2.371, -0.146)
H (0.239, 2.772, 0.331)
H (0.222, 1.586, -0.365)

Results
energy above the lowest of the compared OMol25 structures with the same formula, charge and spin: 38.4 kcal/mol
largest force on an atom: 9.50 eV Å⁻¹
LUMO energy: 0.0161 Eh
SMILES: O.O.O
highest occupied orbital energy: -10.4 eV

---

Density functional theory data (wB97M-V/def2-TZVPD) for a 3-piece molecular cluster, H6O3 overall.

Element x y z (Å)
O (-2.074, 1.880, 1.143)
H (-1.439, 1.215, 0.787)
H (-2.306, 2.434, 0.392)
O (0.033, 0.200, 0.602)
H (0.371, -0.438, -0.055)
H (0.741, 0.296, 1.246)
O (1.359, -1.607, -1.152)
H (1.863, -2.372, -0.851)
H (1.452, -1.608, -2.111)

Results
energy above the lowest of the compared OMol25 structures with the same formula, charge and spin: 5.9 kcal/mol
largest force on an atom: 0.74 eV Å⁻¹
LUMO energy: 0.0118 Eh
SMILES: O.O.O
highest occupied orbital energy: -10.4 eV

---

Density functional theory data (wB97M-V/def2-TZVPD) for a 3-piece molecular cluster, H6O3 overall at a distorted geometry.

Element x y z (Å)
O (-0.824, 2.706, -0.562)
H (-0.339, 1.992, 0.020)
H (-0.244, 2.950, -1.289)
O (-1.091, -2.630, 0.163)
H (-1.211, -3.479, 0.207)
H (-0.340, -2.438, -0.238)
O (1.219, 0.546, 0.375)
H (0.957, -0.320, 0.223)
H (1.873, 0.675, 1.101)

Results
energy above the lowest of the compared OMol25 structures with the same formula, charge and spin: 32.0 kcal/mol
largest force on an atom: 8.07 eV Å⁻¹
LUMO energy: 0.0150 Eh
SMILES: O.O.O
highest occupied orbital energy: -10.8 eV

---

Density functional theory data (wB97M-V/def2-TZVPD) for H6O3 as an isolated structure at a distorted geometry.

Element x y z (Å)
O (-8.264, 0.012, 26.984)
H (-8.036, 0.601, 27.704)
H (-8.637, 0.586, 26.315)
O (-9.113, 1.305, 25.858)
H (-10.040, 1.120, 25.709)
H (-9.084, 2.239, 26.064)
O (-10.254, -0.719, 25.241)
H (-10.223, -1.559, 24.783)
H (-9.722, -0.853, 26.025)

Results
energy above the lowest of the compared OMol25 structures with the same formula, charge and spin: 91.0 kcal/mol
largest force on an atom: 16.14 eV Å⁻¹
LUMO energy: 0.0192 Eh
highest occupied orbital energy: -9.6 eV

---

Density functional theory data (wB97M-V/def2-TZVPD) for a 3-piece molecular cluster, H6O3 overall.

Element x y z (Å)
O (-1.946, -1.492, -1.593)
H (-1.362, -1.966, -0.989)
H (-2.828, -1.597, -1.219)
O (0.085, 1.124, -0.098)
H (0.134, 1.942, -0.605)
H (-0.723, 0.689, -0.400)
O (2.274, 0.062, 1.534)
H (1.651, 0.689, 1.134)
H (2.716, 0.549, 2.236)

Results
energy above the lowest of the compared OMol25 structures with the same formula, charge and spin: 8.7 kcal/mol
largest force on an atom: 0.30 eV Å⁻¹
LUMO energy: 0.0240 Eh
SMILES: O.O.O
highest occupied orbital energy: -10.9 eV